[1]
{"formula": "C4H5NO2S", "method": "the ωB97M-V functional and the def2-TZVPD basis", "symbols": ["C", "C", "C", "C", "H", "H", "H", "H", "H", "N", "O", "O", "S"], "positions_angstrom": [[-1.039, -1.498, 0.845], [-1.268, -0.042, 0.615], [-0.389, 0.814, -0.028], [1.590, 1.595, -1.101], [0.172, -2.898, 0.632], [-2.191, 0.341, 0.946], [-0.669, 1.848, 0.039], [1.118, -0.367, -0.617], [2.543, 1.275, -1.686], [0.752, 0.588, -0.671], [0.140, -1.980, 0.350], [1.344, 2.769, -0.963], [-2.102, -2.446, 1.641]], "mulliken_charge": [0.46, -0.57, -0.11, 0.09, 0.34, 0.38, 0.33, 0.26, 0.30, -0.12, -0.54, -0.49, -0.32], "orbital_gap_ev": 8.3880, "de_lowest_kj_mol": 122.8, "smiles": "O=CN/C=C\\C(O)=S"}

---

[2]
{"formula": "C16H14F8N2O2", "method": "the ωB97M-V functional and the def2-TZVPD basis", "symbols": ["C", "H", "H", "H", "C", "N", "C", "C", "C", "C", "C", "C", "N", "C", "C", "H", "H", "H", "H", "C", "O", "O", "C", "C", "F", "F", "C", "F", "F", "H", "C", "F", "F", "C", "F", "F", "H", "H", "H", "H", "H", "H"], "positions_angstrom": [[-5.577, -1.344, -0.433], [-4.845, -2.148, -0.428], [-6.537, -1.742, -0.114], [-5.673, -0.975, -1.451], [-5.140, -0.223, 0.507], [-3.863, 0.318, 0.121], [-2.642, -0.213, 0.430], [-2.255, -1.305, 1.198], [-0.906, -1.550, 1.304], [0.047, -0.734, 0.664], [-0.336, 0.359, -0.108], [-1.691, 0.617, -0.221], [-2.352, 1.605, -0.902], [-3.618, 1.404, -0.689], [-4.699, 2.254, -1.239], [-5.388, 1.666, -1.843], [-4.249, 3.024, -1.858], [-5.262, 2.729, -0.436], [0.388, 0.979, -0.608], [1.451, -1.090, 0.851], [1.881, -2.040, 1.445], [2.301, -0.175, 0.250], [3.677, -0.434, 0.364], [4.311, 0.784, 1.067], [3.702, 0.892, 2.275], [5.614, 0.570, 1.329], [4.102, 2.131, 0.331], [4.972, 2.263, -0.682], [4.327, 3.148, 1.180], [3.074, 2.209, -0.055], [4.212, -0.779, -1.039], [3.507, -1.852, -1.485], [3.947, 0.208, -1.923], [5.710, -1.159, -1.140], [6.040, -1.968, -0.116], [6.495, -0.079, -1.078], [5.900, -1.687, -2.088], [3.825, -1.320, 1.010], [-0.544, -2.383, 1.886], [-2.977, -1.937, 1.692], [-5.055, -0.604, 1.529], [-5.877, 0.584, 0.501]], "mulliken_charge": [-0.99, 0.31, 0.37, 0.28, -0.77, 0.07, 0.55, -0.83, -0.98, 0.07, -0.28, 0.27, -0.82, 0.85, -1.51, 0.31, 0.39, 0.32, 0.56, 0.92, -0.62, -0.26, -0.67, 0.92, -0.33, -0.30, 0.30, -0.23, -0.29, 0.17, 0.67, -0.31, -0.30, 0.11, -0.27, -0.22, 0.27, 0.70, 0.50, 0.37, 0.35, 0.37], "orbital_gap_ev": 9.3405, "de_lowest_kj_mol": 0.0, "smiles": "CCn1c(C)nc2cc(C(=O)OC(C(F)(F)C(F)F)C(F)(F)C(F)F)ccc21"}

---

[3]
{"formula": "C2H2N2O2S", "method": "the ωB97M-V functional and the def2-TZVPD basis", "symbols": ["C", "C", "H", "H", "N", "N", "O", "O", "S"], "positions_angstrom": [[0.880, 0.160, 0.010], [-1.330, 0.368, -0.099], [2.375, -1.261, 1.028], [-0.823, -1.563, -0.182], [0.664, 1.422, -0.148], [-0.277, -0.582, -0.334], [2.203, -0.170, -0.173], [-0.761, 1.596, -0.047], [-2.932, 0.030, -0.055]], "mulliken_charge": [0.35, 0.33, 0.38, 0.36, -0.24, -0.17, -0.55, -0.12, -0.34], "orbital_gap_ev": 6.5101, "de_lowest_kj_mol": 537.7}

---

[4]
{"formula": "C18H27NO4S", "method": "the ωB97M-V functional and the def2-TZVPD basis", "symbols": ["C", "C", "H", "H", "O", "C", "O", "C", "C", "N", "S", "O", "O", "C", "C", "H", "H", "H", "H", "H", "C", "C", "C", "H", "H", "H", "H", "H", "H", "H", "H", "C", "C", "C", "C", "C", "C", "C", "C", "H", "H", "H", "H", "H", "H", "H", "H", "H", "H", "H", "H"], "positions_angstrom": [[-1.167, 3.377, 3.473], [-1.571, 1.977, 3.051], [-2.655, 1.834, 3.117], [-1.086, 1.218, 3.674], [-1.161, 1.781, 1.696], [-1.292, 0.550, 1.213], [-1.817, -0.347, 1.822], [-0.721, 0.419, -0.197], [-1.316, -0.858, -0.824], [-1.045, -0.993, -2.234], [0.347, -1.776, -2.723], [1.242, -0.877, -3.397], [0.863, -2.540, -1.623], [-0.326, -2.943, -3.943], [0.826, -3.751, -4.499], [1.323, -4.278, -3.688], [1.546, -3.082, -4.963], [0.482, -4.474, -5.236], [-1.041, -3.553, -3.399], [-0.829, -2.359, -4.707], [-1.430, 0.149, -3.034], [-0.808, 1.440, -2.508], [-1.168, 1.629, -1.036], [-0.708, 2.536, -0.642], [-2.253, 1.738, -0.947], [0.273, 1.369, -2.636], [-1.170, 2.287, -3.092], [-1.097, -0.040, -4.055], [-2.524, 0.216, -3.020], [-0.914, -1.744, -0.336], [-2.403, -0.850, -0.687], [0.830, 0.345, -0.101], [1.359, 0.460, 1.306], [1.808, 1.702, 1.741], [2.286, 1.892, 3.024], [2.324, 0.821, 3.899], [1.897, -0.422, 3.471], [1.414, -0.628, 2.182], [0.952, -1.998, 1.795], [1.373, -2.742, 2.468], [1.231, -2.252, 0.775], [-0.135, -2.049, 1.873], [1.937, -1.260, 4.153], [2.691, 0.951, 4.906], [2.630, 2.867, 3.338], [1.776, 2.540, 1.058], [1.259, 1.159, -0.687], [1.166, -0.589, -0.550], [-1.639, 4.114, 2.829], [-1.474, 3.552, 4.500], [-0.089, 3.484, 3.399]], "mulliken_charge": [-1.13, -0.31, 0.38, 0.28, -0.25, -1.33, -0.64, 3.84, -2.01, 0.28, 1.08, -0.66, -0.69, -0.44, -1.22, 0.31, 0.32, 0.41, 0.37, 0.40, -1.07, -0.53, -1.13, 0.29, 0.50, 0.31, 0.45, 0.48, 0.50, 0.49, 0.39, -0.47, -0.09, -0.66, -0.71, -0.68, -0.97, 1.15, -1.43, 0.57, 0.15, 0.24, 0.40, 0.41, 0.48, 0.32, 0.62, 0.09, 0.30, 0.41, 0.20], "orbital_gap_ev": 9.3732, "de_lowest_kj_mol": 24.8, "smiles": "CCOC(=O)[C@]1(Cc2ccccc2C)CCCN(S(=O)(=O)CC)C1"}

---

Repeat the second record exactly.
{"formula": "C16H14F8N2O2", "method": "the ωB97M-V functional and the def2-TZVPD basis", "symbols": ["C", "H", "H", "H", "C", "N", "C", "C", "C", "C", "C", "C", "N", "C", "C", "H", "H", "H", "H", "C", "O", "O", "C", "C", "F", "F", "C", "F", "F", "H", "C", "F", "F", "C", "F", "F", "H", "H", "H", "H", "H", "H"], "positions_angstrom": [[-5.577, -1.344, -0.433], [-4.845, -2.148, -0.428], [-6.537, -1.742, -0.114], [-5.673, -0.975, -1.451], [-5.140, -0.223, 0.507], [-3.863, 0.318, 0.121], [-2.642, -0.213, 0.430], [-2.255, -1.305, 1.198], [-0.906, -1.550, 1.304], [0.047, -0.734, 0.664], [-0.336, 0.359, -0.108], [-1.691, 0.617, -0.221], [-2.352, 1.605, -0.902], [-3.618, 1.404, -0.689], [-4.699, 2.254, -1.239], [-5.388, 1.666, -1.843], [-4.249, 3.024, -1.858], [-5.262, 2.729, -0.436], [0.388, 0.979, -0.608], [1.451, -1.090, 0.851], [1.881, -2.040, 1.445], [2.301, -0.175, 0.250], [3.677, -0.434, 0.364], [4.311, 0.784, 1.067], [3.702, 0.892, 2.275], [5.614, 0.570, 1.329], [4.102, 2.131, 0.331], [4.972, 2.263, -0.682], [4.327, 3.148, 1.180], [3.074, 2.209, -0.055], [4.212, -0.779, -1.039], [3.507, -1.852, -1.485], [3.947, 0.208, -1.923], [5.710, -1.159, -1.140], [6.040, -1.968, -0.116], [6.495, -0.079, -1.078], [5.900, -1.687, -2.088], [3.825, -1.320, 1.010], [-0.544, -2.383, 1.886], [-2.977, -1.937, 1.692], [-5.055, -0.604, 1.529], [-5.877, 0.584, 0.501]], "mulliken_charge": [-0.99, 0.31, 0.37, 0.28, -0.77, 0.07, 0.55, -0.83, -0.98, 0.07, -0.28, 0.27, -0.82, 0.85, -1.51, 0.31, 0.39, 0.32, 0.56, 0.92, -0.62, -0.26, -0.67, 0.92, -0.33, -0.30, 0.30, -0.23, -0.29, 0.17, 0.67, -0.31, -0.30, 0.11, -0.27, -0.22, 0.27, 0.70, 0.50, 0.37, 0.35, 0.37], "orbital_gap_ev": 9.3405, "de_lowest_kj_mol": 0.0, "smiles": "CCn1c(C)nc2cc(C(=O)OC(C(F)(F)C(F)F)C(F)(F)C(F)F)ccc21"}

---

- What is the formula in the second record?
  C16H14F8N2O2